Record 1
{"formula": "C45H61BBiN9OPS3", "method": "wB97M-V/def2-TZVPD", "elements": ["Bi", "C", "C", "C", "C", "N", "N", "B", "N", "N", "C", "C", "C", "C", "C", "S", "C", "C", "C", "C", "N", "N", "C", "C", "C", "C", "C", "S", "C", "C", "C", "C", "C", "S", "C", "C", "C", "C", "H", "H", "H", "H", "H", "H", "H", "H", "H", "H", "H", "H", "H", "H", "H", "H", "H", "H", "H", "H", "H", "H", "H", "H", "H", "H", "H", "H", "H", "H", "H", "H", "H", "H", "H", "H", "H", "H", "H", "N", "C", "C", "C", "C", "C", "N", "C", "C", "C", "C", "C", "N", "H", "H", "H", "H", "H", "H", "H", "H", "H", "O", "H", "H", "C", "P", "C", "C", "C", "C", "C", "C", "C", "H", "H", "H", "H", "H", "H", "H", "H", "H", "H", "H"], "coordinates": [[0.20, -0.03, -0.57], [-3.40, 4.05, -2.29], [-3.13, 4.03, -0.82], [-3.41, 5.09, -0.01], [-3.13, 5.03, 1.38], [-2.68, 3.92, 1.91], [-2.42, 2.87, 1.13], [-2.06, 1.61, 1.88], [-0.67, 1.48, 2.44], [-1.63, 1.77, 3.33], [-1.44, 1.83, 4.62], [-0.07, 1.76, 5.01], [0.95, 1.55, 4.12], [2.37, 1.56, 4.54], [0.62, 1.31, 2.73], [1.75, 0.81, 1.58], [-2.62, 1.88, 5.56], [-3.28, 0.48, 5.45], [-2.17, 2.13, 7.00], [-3.63, 2.94, 5.12], [-2.95, 0.41, 1.63], [-4.22, 0.82, 1.55], [-5.19, -0.04, 1.66], [-4.91, -1.40, 1.95], [-3.61, -1.83, 2.03], [-3.26, -3.24, 2.40], [-2.58, -0.89, 1.75], [-0.95, -1.40, 1.60], [-6.59, 0.51, 1.46], [-6.76, 1.77, 2.34], [-7.67, -0.51, 1.81], [-6.72, 0.91, -0.02], [-2.55, 2.88, -0.22], [-2.05, 1.56, -1.18], [-3.40, 6.20, 2.31], [-2.31, 6.28, 3.39], [-4.78, 5.94, 2.96], [-3.44, 7.53, 1.55], [-3.96, 4.94, -2.57], [-3.94, 3.16, -2.59], [-2.45, 4.05, -2.84], [-3.84, 5.99, -0.42], [0.16, 1.87, 6.06], [2.47, 1.72, 5.61], [2.92, 2.34, 4.01], [2.85, 0.61, 4.27], [-2.57, -0.31, 5.67], [-3.69, 0.33, 4.45], [-4.09, 0.42, 6.18], [-1.58, 1.30, 7.39], [-3.05, 2.24, 7.64], [-1.60, 3.06, 7.08], [-3.95, 2.78, 4.09], [-3.19, 3.94, 5.20], [-4.50, 2.91, 5.77], [-5.72, -2.09, 2.13], [-4.15, -3.80, 2.68], [-2.56, -3.24, 3.23], [-2.77, -3.74, 1.57], [-6.64, 1.52, 3.40], [-7.76, 2.18, 2.20], [-6.03, 2.53, 2.08], [-7.60, -0.84, 2.85], [-7.64, -1.38, 1.15], [-8.65, -0.05, 1.68], [-5.95, 1.62, -0.30], [-7.70, 1.36, -0.19], [-6.64, 0.03, -0.66], [-2.14, 5.32, 3.86], [-2.61, 7.00, 4.15], [-1.37, 6.63, 2.95], [-4.77, 5.03, 3.56], [-5.56, 5.86, 2.21], [-5.03, 6.78, 3.61], [-2.55, 7.66, 0.94], [-3.47, 8.34, 2.28], [-4.33, 7.62, 0.93], [0.62, -2.71, -3.06], [-0.72, -2.61, -2.73], [-1.59, -3.49, -3.40], [-2.94, -3.45, -3.13], [-3.41, -2.53, -2.20], [-2.51, -1.70, -1.60], [-1.18, -1.72, -1.85], [1.82, -2.40, -2.45], [2.94, -3.11, -2.90], [4.18, -2.86, -2.36], [4.29, -1.88, -1.37], [3.17, -1.21, -1.00], [1.94, -1.45, -1.52], [0.75, -3.36, -3.82], [-1.20, -4.20, -4.12], [-3.61, -4.13, -3.64], [-4.46, -2.46, -1.96], [-2.84, -0.96, -0.88], [2.82, -3.86, -3.68], [5.04, -3.42, -2.70], [5.25, -1.65, -0.92], [3.21, -0.42, -0.26], [1.76, -2.49, 1.29], [1.42, -3.37, 1.48], [2.55, -2.38, 1.84], [3.23, 2.96, -0.55], [1.95, 2.23, -1.66], [0.78, 3.64, -1.76], [2.85, 2.27, -3.24], [3.26, 1.06, -3.82], [4.06, 1.06, -4.95], [4.46, 2.26, -5.51], [4.04, 3.47, -4.95], [3.24, 3.47, -3.82], [3.66, 3.82, -1.06], [4.02, 2.23, -0.36], [2.80, 3.27, 0.40], [1.31, 4.57, -1.93], [0.22, 3.72, -0.82], [0.07, 3.47, -2.58], [2.95, 0.12, -3.37], [4.38, 0.12, -5.38], [5.10, 2.27, -6.38], [4.35, 4.40, -5.40], [2.94, 4.42, -3.40]], "mulliken_charge": [1.931, -1.825, 0.154, -0.407, -0.302, -0.868, 0.716, -1.068, -0.346, 0.382, 0.147, -0.740, 0.204, -1.849, 1.020, -0.450, 1.919, -1.441, -2.228, -1.148, 1.031, -0.674, -0.146, -0.692, -0.272, -1.894, 1.812, -0.335, 1.881, -1.597, -2.165, -1.418, 1.668, -0.659, 2.171, -1.445, -1.410, -2.057, 0.505, 0.346, 0.242, 0.490, 0.631, 0.431, 0.356, 0.354, 0.414, 0.117, 0.522, 0.466, 0.398, 0.497, -0.115, 0.382, 0.535, 0.684, 0.524, 0.344, 0.324, 0.327, 0.478, 0.266, 0.456, 0.428, 0.420, 0.181, 0.440, 0.330, 0.035, 0.471, 0.368, 0.143, 0.382, 0.472, 0.465, 0.441, 0.374, 0.018, 0.544, -0.847, -0.674, -1.378, -0.118, 0.417, 0.416, -0.756, -0.812, -1.106, -0.412, 0.676, 0.189, 0.443, 0.473, 0.552, 0.453, 0.466, 0.473, 0.568, 0.495, -0.436, 0.248, 0.243, -1.414, 1.234, -1.264, 0.398, -0.068, -0.612, -0.601, -0.742, -0.774, 0.512, 0.356, 0.385, 0.592, 0.165, 0.335, 0.284, 0.439, 0.410, 0.423, 0.286], "homo_lumo_gap_ev": 7.0, "de_lowest_kcal_mol": 20.4, "lumo_energy_ev": -8.0653, "charge": 3}

---

Record 2
{"formula": "C2H4BrCl", "method": "wB97M-V/def2-TZVPD", "elements": ["C", "C", "Cl", "Br", "H", "H", "H", "H"], "coordinates": [[-0.55, -0.99, 0.78], [0.51, 0.83, -0.77], [-1.14, -1.96, -0.45], [1.53, 1.94, 0.33], [-1.18, -0.17, 1.07], [0.31, -1.04, 1.48], [-0.60, 1.03, -0.98], [1.12, 0.36, -1.46]], "mulliken_charge": [-0.601, -0.683, -0.110, -0.086, 0.375, 0.361, 0.376, 0.367], "homo_lumo_gap_ev": [8.3, 8.6], "de_lowest_kcal_mol": 95.9, "lumo_energy_ev": [0.0199, 0.2016]}

---

Record 3
{"formula": "C31H41BrN6O2PPd", "method": "wB97M-V/def2-TZVPD", "elements": ["Pd", "Br", "C", "C", "C", "C", "C", "C", "N", "N", "C", "C", "C", "C", "O", "C", "N", "C", "C", "C", "C", "H", "H", "H", "H", "H", "H", "H", "H", "H", "C", "C", "C", "P", "C", "C", "C", "C", "C", "C", "H", "H", "H", "H", "H", "H", "H", "H", "H", "H", "H", "H", "H", "H", "H", "H", "H", "H", "H", "H", "H", "N", "C", "C", "C", "N", "C", "C", "H", "H", "H", "H", "H", "H", "C", "C", "N", "O", "H", "H", "H", "H", "H"], "coordinates": [[-0.13, 0.14, 0.14], [6.07, 11.50, -1.44], [5.45, 9.86, -0.75], [4.23, 9.35, -1.19], [3.77, 8.16, -0.68], [4.52, 7.47, 0.29], [5.76, 7.99, 0.70], [6.22, 9.17, 0.18], [4.10, 6.30, 0.86], [2.95, 5.80, 0.62], [2.73, 4.49, 0.44], [3.76, 3.54, 0.32], [3.49, 2.19, 0.17], [2.19, 1.72, 0.11], [1.88, 0.45, -0.07], [1.13, 2.66, 0.22], [-0.15, 2.15, 0.17], [-1.17, 2.99, 0.26], [-1.01, 4.37, 0.39], [0.26, 4.89, 0.45], [1.37, 4.03, 0.37], [3.66, 9.90, -1.92], [2.83, 7.75, -1.01], [6.34, 7.44, 1.43], [7.18, 9.57, 0.49], [4.78, 3.89, 0.38], [4.30, 1.48, 0.09], [-2.14, 2.54, 0.23], [-1.88, 5.00, 0.45], [0.42, 5.95, 0.56], [-3.92, 1.05, 1.74], [-3.95, 0.57, 0.28], [-4.40, 1.70, -0.65], [-2.40, -0.36, -0.17], [-2.70, -2.03, 0.59], [-2.10, -2.13, 2.00], [-4.15, -2.52, 0.65], [-2.56, -0.55, -2.00], [-3.76, -1.37, -2.47], [-1.28, -1.10, -2.64], [-4.92, 1.37, 2.04], [-3.24, 1.89, 1.87], [-3.60, 0.26, 2.43], [-4.71, -0.21, 0.20], [-3.79, 2.60, -0.59], [-5.42, 1.99, -0.37], [-4.44, 1.39, -1.70], [-2.13, -2.69, -0.07], [-2.76, -1.67, 2.74], [-1.13, -1.66, 2.09], [-2.00, -3.18, 2.28], [-4.73, -1.95, 1.39], [-4.15, -3.56, 0.98], [-4.67, -2.48, -0.30], [-2.68, 0.48, -2.36], [-3.62, -2.43, -2.22], [-3.84, -1.30, -3.55], [-4.70, -1.04, -2.04], [-1.05, -2.10, -2.27], [-0.42, -0.46, -2.45], [-1.42, -1.16, -3.72], [-0.17, -0.25, 6.92], [0.02, 0.02, 5.60], [1.05, -0.59, 4.87], [1.16, -0.33, 3.52], [0.34, 0.47, 2.84], [-0.62, 1.07, 3.55], [-0.83, 0.89, 4.90], [0.55, -0.73, 7.43], [-0.80, 0.32, 7.45], [1.75, -1.25, 5.35], [1.95, -0.79, 2.94], [-1.26, 1.75, 3.00], [-1.63, 1.40, 5.41], [0.99, -4.12, 0.28], [1.16, -2.63, 0.24], [2.37, -2.13, 0.39], [0.14, -1.92, 0.07], [1.66, -4.58, 1.00], [1.20, -4.53, -0.71], [-0.04, -4.36, 0.54], [3.16, -2.75, 0.46], [2.51, -1.12, 0.27]], "mulliken_spin": [0.002, 0.015, 0.161, -0.077, 0.172, -0.059, 0.163, -0.083, 0.712, 0.543, -0.100, 0.202, -0.109, 0.185, 0.092, 0.061, 0.040, -0.020, 0.064, 0.003, 0.054, -0.003, 0.006, 0.001, -0.003, 0.001, -0.002, -0.026, 0.002, 0.005, -0.002, 0.000, -0.001, -0.002, 0.000, 0.000, 0.000, -0.001, 0.000, 0.002, 0.000, 0.002, 0.000, 0.000, 0.000, 0.000, 0.000, 0.000, 0.000, 0.000, 0.000, 0.000, 0.000, 0.000, 0.001, 0.000, 0.000, 0.000, 0.000, 0.000, 0.000, 0.000, 0.000, 0.000, 0.000, -0.002, 0.000, -0.001, 0.000, 0.000, 0.000, -0.001, 0.001, 0.000, 0.000, 0.001, 0.001, -0.001, 0.000, 0.000, 0.000, 0.000, -0.002], "homo_lumo_gap_ev": [5.9, 6.8], "s2": 2.097, "multiplicity": 3, "lumo_energy_ev": [-2.6002, -3.4130], "charge": 1}

---

Record 4
{"formula": "C19H28NPW", "method": "wB97M-V/def2-TZVPD", "elements": ["C", "C", "C", "C", "C", "C", "C", "C", "N", "W", "C", "P", "H", "H", "H", "H", "H", "H", "H", "H", "C", "C", "H", "C", "C", "H", "H", "H", "H", "H", "H", "H", "H", "H", "H", "H", "H", "H", "H", "C", "C", "C", "C", "C", "C", "H", "H", "H", "H", "H"], "coordinates": [[-2.92, 0.04, -3.46], [-2.55, -1.19, -2.92], [-1.57, -1.30, -1.91], [-0.99, -0.10, -1.38], [-1.36, 1.14, -1.97], [-2.34, 1.21, -2.98], [-1.43, -2.71, -1.44], [-0.10, -3.57, -1.78], [1.31, -3.24, -2.31], [-0.19, 0.71, 0.36], [-0.81, 2.46, -1.53], [0.85, 2.34, -0.75], [-3.05, -2.10, -3.26], [-2.65, 2.20, -3.35], [-3.66, 0.07, -4.26], [-1.50, 3.08, -0.92], [-0.57, 3.08, -2.44], [-1.80, -2.77, -0.40], [-2.23, -3.26, -1.98], [0.08, -3.97, -0.79], [1.24, 3.68, 0.35], [1.91, 2.10, -2.14], [-0.43, -4.36, -2.43], [1.33, -2.33, -3.48], [2.17, -2.68, -1.09], [0.17, 1.19, 1.97], [1.68, -2.90, -4.34], [0.40, -1.83, -3.78], [2.01, -1.47, -3.42], [3.21, -2.85, -1.30], [2.08, -1.69, -0.60], [1.91, -3.37, -0.31], [2.15, 3.09, -2.54], [2.81, 1.59, -1.78], [1.43, 1.49, -2.91], [1.49, 4.54, -0.29], [0.39, 3.90, 1.02], [2.11, 3.32, 0.91], [0.84, 0.87, 1.90], [-3.04, -1.97, 2.95], [-1.76, -2.53, 2.86], [-0.79, -1.90, 2.04], [-1.23, -0.79, 1.31], [-2.52, -0.22, 1.35], [-3.46, -0.84, 2.22], [-3.76, -2.44, 3.63], [-1.48, -3.44, 3.41], [0.25, -2.21, 1.97], [-2.77, 0.67, 0.75], [-4.48, -0.45, 2.31]], "mulliken_spin": [0.036, -0.002, 0.120, 0.038, -0.025, -0.001, 0.013, 0.002, 0.006, 1.868, 0.003, -0.091, 0.001, -0.001, 0.001, 0.023, 0.001, 0.003, -0.001, 0.000, 0.012, 0.002, -0.001, 0.003, 0.008, 0.044, 0.001, 0.001, 0.001, 0.001, 0.022, 0.006, -0.002, 0.000, -0.001, 0.002, -0.003, -0.001, -0.019, -0.024, -0.002, 0.038, -0.146, 0.040, 0.026, 0.000, -0.001, -0.003, 0.003, -0.002], "homo_lumo_gap_ev": [4.2, 4.6], "s2": 2.119, "multiplicity": 3, "lumo_energy_ev": [-9.6360, -9.2214], "charge": 2}

---

Record 5
{"formula": "C2H5NSi", "method": "wB97M-V/def2-TZVPD", "elements": ["C", "C", "N", "Si", "H", "H", "H", "H", "H"], "coordinates": [[0.77, 0.24, -2.24], [0.19, -0.21, -1.28], [-0.47, -0.75, 0.02], [-0.21, 0.26, 1.42], [0.79, 0.47, -3.26], [-0.51, -1.77, 0.11], [-0.72, 1.59, 0.87], [1.36, 0.41, 1.77], [-1.18, -0.25, 2.59]], "mulliken_charge": [-0.232, -0.209, -0.220, 0.191, 0.340, 0.290, -0.058, -0.046, -0.056], "homo_lumo_gap_ev": 10.3, "de_lowest_kcal_mol": 52.1, "lumo_energy_ev": 0.8185}